(1)
Molecular formula: CH6NOP
Method: DFT, the ωB97M-V functional and the def2-TZVPD basis

Geometry as XYZ:
```
10
Properties=species:S:1:pos:R:3:mulliken_charge:R:1
C 1.073 0.060 0.175 -0.793
N 0.054 -0.863 0.475 -0.456
O -1.637 1.037 0.334 -0.404
P -1.568 -0.505 -0.071 0.172
H 0.780 0.944 0.634 0.269
H 1.937 -0.416 0.665 0.292
H 1.257 0.202 -0.877 0.326
H 0.337 -1.765 -0.067 0.308
H -0.854 1.326 0.815 0.364
H -1.379 -0.020 -2.084 -0.078
```

Properties
- HOMO: -8.363 eV
- Energy above the lowest of the compared OMol25 structures with the same formula, charge and spin: 67.7 kcal per mole
- Frontier orbital gap: 9.0 eV
- Electronic energy: -13958.571 eV

(2)
Molecular formula: C32H58BeBr8N2O6PS
Method: DFT, the ωB97M-V functional and the def2-TZVPD basis

Geometry as XYZ:
```
109
Properties=species:S:1:pos:R:3:mulliken_charge:R:1
C -0.205 -8.143 -2.094 -0.990
C -1.134 -6.886 -2.458 0.036
C -0.313 -5.507 -2.720 -0.892
N -1.135 -4.346 -2.274 -0.075
C -0.511 -3.540 -1.195 -0.063
Br -0.323 -4.843 0.286 0.034
N 0.740 -2.947 -1.827 0.453
C 0.943 -1.647 -1.525 -1.802
C -0.220 -1.124 -0.493 1.149
C -0.427 0.459 -0.649 -1.597
C -1.496 1.112 0.341 0.319
C -3.016 1.261 -0.040 -0.057
C -4.067 1.906 0.936 -0.865
C -3.669 2.459 2.348 -0.587
C -2.161 2.349 2.716 0.283
C -1.583 2.865 4.140 -0.778
C -1.138 1.711 1.752 0.122
C 0.477 -1.268 0.951 -1.166
Br -0.774 -1.947 2.383 0.007
C 1.912 -2.013 0.967 0.152
C 2.330 -2.119 2.548 -0.982
C -1.337 -2.160 -0.994 0.444
S -1.545 -1.648 -2.817 -0.241
P -3.099 -2.146 -0.319 0.711
C -3.666 -3.800 0.392 -0.832
C -4.417 -1.672 -1.581 -1.190
H -0.751 -9.080 -2.508 0.313
H 0.843 -8.062 -2.535 0.342
H -0.203 -8.257 -0.931 0.101
H -1.760 -7.066 -3.414 0.412
H -1.847 -6.668 -1.578 0.114
H -0.231 -5.421 -3.873 0.264
H 0.759 -5.526 -2.333 0.373
H -2.115 -4.589 -2.082 0.233
H 1.434 -3.392 -2.442 0.405
H 1.828 -1.005 -1.887 0.676
H 0.565 1.028 -0.461 0.592
H -0.741 0.796 -1.712 0.453
H -3.431 0.914 -1.039 0.386
H -5.153 1.986 0.606 0.302
H -4.405 2.928 3.081 0.433
H -0.854 3.742 3.973 0.063
H -0.936 1.993 4.530 0.280
H -2.405 3.097 4.893 0.269
H -0.024 1.655 2.066 0.040
H 0.718 -0.193 1.303 0.302
H 1.897 -3.087 0.592 0.109
H 2.757 -1.373 0.501 0.234
H 1.960 -1.148 3.041 0.190
H 1.881 -3.063 3.005 0.237
H 3.476 -2.204 2.668 0.370
H -2.510 -2.429 -3.427 0.239
H -3.237 -4.066 1.412 0.228
H -3.430 -4.665 -0.346 0.156
H -4.822 -3.776 0.442 0.397
H -4.715 -2.594 -2.220 0.345
H -4.196 -0.754 -2.213 0.349
H -5.372 -1.420 -0.975 0.378
O 2.924 1.041 -3.629 -0.588
C 3.432 0.281 -4.425 0.855
O 4.048 -0.838 -3.988 -0.377
C 4.503 -1.897 -4.846 -0.338
C 5.893 -1.609 -5.375 -1.083
C 3.473 0.607 -5.891 -1.003
H 3.782 -2.095 -5.643 0.384
H 4.534 -2.798 -4.227 0.314
H 5.910 -0.707 -5.989 0.279
H 6.256 -2.445 -5.977 0.373
H 6.588 -1.443 -4.548 0.327
H 4.336 1.244 -6.096 0.278
H 2.559 1.146 -6.150 0.266
H 3.502 -0.270 -6.534 0.332
C -0.640 1.151 -6.937 -0.527
O 0.411 1.792 -7.637 -0.526
H -0.396 0.093 -6.835 0.162
H -0.742 1.597 -5.945 0.249
H -1.576 1.255 -7.492 0.355
H 0.179 2.727 -7.716 0.304
O -1.604 -8.176 1.286 -0.740
H -1.118 -7.366 1.148 0.243
Be -1.312 -9.762 -0.074 0.520
C 1.616 5.652 2.478 -0.221
Br 2.119 3.798 2.212 0.023
Br -0.046 6.084 1.574 -0.025
Br 1.558 6.120 4.359 -0.035
H 2.396 6.263 2.021 0.255
C 4.656 8.574 3.607 -0.902
C 5.246 8.025 2.286 -0.198
O 4.548 6.945 1.969 -0.473
H 4.739 7.849 4.422 0.253
H 5.203 9.473 3.912 0.365
H 3.604 8.852 3.499 0.248
H 6.328 7.912 2.476 0.259
H 5.233 8.880 1.586 0.247
C 0.671 -2.678 5.991 0.698
Br 2.056 -1.323 6.093 -0.029
Br 1.418 -4.465 5.878 -0.036
Br -0.601 -2.519 7.446 -0.038
H 0.124 -2.505 5.067 -0.650
C -3.970 6.135 6.463 -1.169
C -4.286 5.505 5.133 0.891
O -4.665 4.350 5.054 -0.544
C -4.116 6.358 3.904 -1.055
H -4.138 5.405 7.258 0.310
H -2.923 6.446 6.488 0.296
H -4.624 6.993 6.632 0.376
H -3.075 6.679 3.816 0.261
H -4.776 7.226 3.960 0.400
H -4.379 5.775 3.019 0.257
```

Properties
- HOMO: -7.809 eV
- Total charge: +1
- Frontier orbital gap: 0.8 eV
- Electronic energy: -630230.041 eV

(3)
Molecular formula: C25H31BBeF4N4O2
Method: DFT, the ωB97M-V functional and the def2-TZVPD basis

Geometry as XYZ:
```
68
Properties=species:S:1:pos:R:3:mulliken_charge:R:1
Be -13.553 -19.127 11.347 2.201
B -11.544 -17.535 12.844 0.001
F -12.928 -17.367 13.052 -0.217
F -10.748 -17.088 13.903 -0.332
F -11.257 -18.907 12.711 -0.054
F -11.180 -16.897 11.662 -0.292
C -14.257 -22.890 8.931 -0.979
C -14.824 -21.463 8.749 -0.548
O -14.616 -20.684 9.865 -0.606
H -13.285 -23.010 8.450 0.181
H -14.954 -23.526 8.370 0.381
H -14.179 -23.268 9.948 0.100
H -15.893 -21.609 8.506 0.355
H -14.425 -20.984 7.835 0.232
N -13.206 -21.241 12.867 0.475
C -12.372 -21.462 13.901 -0.348
C -12.672 -22.288 14.960 -1.006
C -13.762 -23.150 14.851 -0.280
C -14.578 -22.995 13.760 -1.112
C -14.331 -21.950 12.863 -0.002
H -11.439 -20.912 13.877 0.430
H -11.956 -22.383 15.765 0.486
H -13.838 -23.890 15.637 0.412
H -15.424 -23.632 13.536 0.425
H -15.142 -21.769 12.168 0.466
N -15.180 -17.258 10.913 0.573
C -16.273 -17.498 10.170 -0.481
C -17.224 -16.567 9.773 -0.992
C -17.030 -15.241 10.123 -0.364
C -15.954 -14.987 10.977 -0.814
C -15.168 -16.022 11.439 -0.333
H -16.209 -18.494 9.735 0.677
H -17.925 -16.930 9.035 0.398
H -17.507 -14.412 9.620 0.387
H -15.806 -13.946 11.232 0.416
H -14.318 -15.770 12.063 0.375
N -12.876 -18.000 9.231 0.567
C -13.677 -18.062 8.161 -0.020
C -13.313 -17.561 6.929 -1.245
C -12.001 -17.161 6.680 -0.277
C -11.100 -17.288 7.723 -1.091
C -11.633 -17.593 8.977 -0.245
H -14.696 -18.416 8.231 0.386
H -13.974 -17.706 6.084 0.364
H -11.745 -16.782 5.699 0.410
H -10.026 -17.193 7.659 0.449
H -10.911 -17.638 9.779 0.587
N -15.263 -18.995 13.374 0.406
C -14.639 -19.285 14.527 -0.356
C -15.337 -19.612 15.669 -1.001
C -16.712 -19.459 15.694 -0.415
C -17.331 -18.959 14.565 -0.782
C -16.572 -18.735 13.417 -0.176
H -13.563 -19.342 14.492 0.603
H -14.792 -19.916 16.553 0.467
H -17.267 -19.774 16.567 0.408
H -18.409 -18.865 14.547 0.395
H -17.007 -18.392 12.489 0.362
C -9.289 -21.054 10.555 -1.356
C -10.655 -20.937 9.928 0.856
O -11.564 -20.308 10.406 -0.134
C -10.829 -21.639 8.595 -1.159
H -8.919 -22.049 10.311 0.413
H -9.353 -20.812 11.615 0.253
H -8.544 -20.357 10.164 0.309
H -11.842 -21.505 8.219 0.057
H -10.586 -22.697 8.679 0.398
H -10.220 -21.154 7.826 0.357
```

Properties
- HOMO: -7.146 eV
- Frontier orbital gap: 7.4 eV
- Electronic energy: -48434.109 eV

(4)
Molecular formula: C30H39BBr2ClN5O
Method: DFT, the ωB97M-V functional and the def2-TZVPD basis

Geometry as XYZ:
```
79
Properties=species:S:1:pos:R:3:mulliken_charge:R:1
C -1.106 0.555 3.132 -0.470
C -2.516 1.165 3.157 -0.613
N -2.637 2.275 2.202 0.140
C -2.627 1.834 0.840 -0.678
N -3.542 0.997 0.451 -0.487
C -3.488 0.596 -0.850 0.024
C -4.446 -0.344 -1.341 0.480
C -5.475 -0.878 -0.374 -1.989
C -5.089 -2.257 0.183 0.411
C -5.007 -2.273 1.706 -1.253
Cl -6.248 -3.539 -0.331 -0.194
C -4.391 -0.741 -2.670 1.210
C -5.354 -1.715 -3.277 -1.850
C -3.364 -0.232 -3.516 -0.891
C -2.429 0.672 -3.053 0.027
B -1.306 1.238 -4.006 0.443
C -0.191 0.327 -4.637 -1.016
O -1.352 2.589 -4.309 -0.552
C -2.494 1.090 -1.707 -0.112
N -1.549 1.960 -1.259 -0.178
C -1.604 2.327 -0.014 0.615
C -0.538 3.302 0.510 0.825
Br 0.755 3.646 -0.939 -0.196
C -1.098 4.622 1.104 0.153
C -0.563 5.925 0.552 -1.723
Br -0.604 4.640 3.029 -0.152
H -1.152 -0.509 2.916 0.361
H -0.581 0.741 4.063 0.297
H -0.526 1.014 2.333 -0.083
H -3.287 0.407 3.034 0.232
H -2.666 1.604 4.139 0.458
H -3.541 2.715 2.345 0.391
H -6.439 -0.956 -0.864 0.691
H -5.576 -0.175 0.440 0.489
H -4.132 -2.560 -0.225 0.349
H -5.231 -3.248 2.117 0.467
H -5.762 -1.601 2.107 0.358
H -4.033 -1.938 2.049 0.118
H -5.102 -2.736 -3.014 0.311
H -6.362 -1.547 -2.914 0.345
H -5.384 -1.607 -4.354 0.472
H -3.354 -0.585 -4.536 0.411
H 0.678 0.917 -4.913 0.322
H -0.605 -0.101 -5.551 0.322
H 0.088 -0.507 -3.999 0.303
H -0.555 3.003 -3.958 0.265
H 0.075 2.827 1.257 -0.627
H -2.176 4.617 1.089 0.452
H -0.933 6.130 -0.447 0.404
H 0.514 5.974 0.603 0.452
H -0.930 6.722 1.192 0.480
C 2.567 1.976 3.285 -0.840
N 3.281 0.912 2.528 0.048
C 3.936 -0.046 3.202 -0.413
C 4.575 -1.064 2.535 -0.581
C 4.537 -1.109 1.142 0.760
C 3.864 -0.095 0.471 -0.771
C 3.247 0.907 1.189 -0.028
C 5.179 -2.216 0.387 0.647
C 4.434 -3.004 -0.484 -0.749
C 5.051 -4.003 -1.204 -0.092
N 6.368 -4.224 -1.079 -0.017
C 7.109 -3.490 -0.233 -0.359
C 6.540 -2.484 0.512 -0.608
C 7.034 -5.276 -1.888 -0.861
H 3.281 2.477 3.934 0.410
H 1.778 1.509 3.869 0.343
H 2.137 2.688 2.588 0.198
H 3.927 0.021 4.281 0.511
H 5.083 -1.827 3.110 0.547
H 3.816 -0.066 -0.609 0.547
H 2.710 1.712 0.709 0.313
H 3.370 -2.854 -0.607 0.534
H 4.507 -4.634 -1.891 0.400
H 8.163 -3.724 -0.178 0.493
H 7.171 -1.904 1.172 0.517
H 7.527 -5.972 -1.215 0.380
H 7.757 -4.798 -2.544 0.378
H 6.289 -5.798 -2.478 0.277
```

Properties
- HOMO: -12.053 eV
- Total charge: +2
- Frontier orbital gap: 4.4 eV
- Electronic energy: -194511.918 eV

(5)
Molecular formula: C14H37Cl2O14P3
Method: DFT, the ωB97M-V functional and the def2-TZVPD basis

Geometry as XYZ:
```
70
Properties=species:S:1:pos:R:3:mulliken_charge:R:1
C 1.063 1.805 1.071 -0.105
Cl -0.708 1.882 0.787 -0.162
Cl 1.785 3.440 1.063 -0.166
H 1.309 1.306 2.009 0.331
H 1.575 1.235 0.296 0.138
C -1.759 4.474 2.445 -0.754
O -1.975 5.810 2.939 -0.137
P -2.327 7.124 2.119 1.076
O -1.279 7.417 1.082 -0.339
O -3.711 6.609 1.504 -0.255
C -4.966 6.651 2.190 -0.691
O -2.629 8.160 3.324 -0.248
C -1.576 8.606 4.227 -0.592
H -0.715 4.164 2.492 0.258
H -2.073 4.321 1.412 0.403
H -2.356 3.802 3.061 0.370
H -5.511 5.707 2.193 0.317
H -5.536 7.484 1.778 0.332
H -4.979 6.874 3.257 0.325
H -1.313 9.650 4.056 0.281
H -0.762 7.883 4.286 0.332
H -2.121 8.703 5.165 0.268
C -2.767 -3.380 -3.642 -0.472
O -3.695 -3.040 -2.587 -0.330
P -4.466 -1.569 -2.740 1.140
O -5.266 -1.344 -3.945 -0.682
O -5.359 -1.252 -1.395 -0.356
C -6.145 -0.100 -1.393 -0.699
O -3.292 -0.457 -2.612 -0.374
C -2.304 -0.489 -1.639 -0.333
H -2.400 -2.536 -4.226 0.301
H -3.098 -4.126 -4.365 0.346
H -1.888 -3.847 -3.199 0.057
H -6.623 0.107 -2.350 0.340
H -5.539 0.769 -1.137 0.222
H -7.010 -0.289 -0.757 0.261
H -2.500 -1.338 -0.983 0.357
H -2.150 0.371 -0.986 -0.091
H -1.335 -0.758 -2.057 0.336
C 7.874 -2.907 -0.696 -0.703
O 6.556 -3.133 -0.207 -0.318
P 5.195 -2.322 -0.660 0.920
O 5.240 -1.234 -1.725 -0.713
O 4.121 -3.458 -1.051 0.006
C 4.370 -4.499 -2.027 -0.757
O 4.681 -1.786 0.811 -0.272
C 4.493 -0.390 1.019 -0.731
H 8.626 -2.635 0.045 0.275
H 7.801 -2.015 -1.319 0.317
H 8.276 -3.687 -1.343 0.285
H 4.732 -5.329 -1.421 0.295
H 5.073 -4.184 -2.798 0.363
H 3.398 -4.884 -2.334 0.237
H 5.337 -0.076 1.632 0.357
H 3.513 -0.312 1.489 0.137
H 4.383 0.200 0.109 0.371
O -0.283 -3.020 -1.722 -0.526
C 0.647 -3.036 -0.937 0.241
O 1.388 -4.111 -0.389 -0.263
C 1.013 -5.516 -0.533 -0.189
C 0.524 -5.801 0.904 -1.203
C 1.358 -1.831 -0.456 -0.427
H 1.887 -6.118 -0.784 0.282
H 0.224 -5.698 -1.263 0.287
H 0.358 -6.853 1.136 0.414
H -0.300 -5.138 1.170 0.286
H 1.303 -5.532 1.617 0.304
H 2.145 -2.052 0.265 0.225
H 0.633 -1.165 0.013 0.136
H 1.836 -1.308 -1.285 0.359
```

Properties
- Multiplicity: 2
- HOMO (alpha / beta): -11.860 / -11.860 eV
- Energy above the lowest of the compared OMol25 structures with the same formula, charge and spin: 4.7 kcal per mole
- Total charge: +1
- Frontier orbital gap (alpha / beta): 9.0 / 2.2 eV
- Expectation value of S²: 0.763
- Electronic energy: -96688.719 eV

(6)
Molecular formula: C5H8O3
Method: DFT, the ωB97M-V functional and the def2-TZVPD basis

Geometry as XYZ:
```
16
Properties=species:S:1:pos:R:3:mulliken_charge:R:1
C 0.028 0.489 0.909 -0.257
C -0.345 0.837 -0.526 1.023
C 1.207 -1.648 0.280 -0.137
C 0.321 -0.993 1.020 -0.241
C -1.497 0.530 -1.097 -1.341
O -0.952 0.902 1.825 -0.532
O 0.681 1.468 -1.178 -0.488
O 1.994 -1.137 -0.689 -0.557
H -1.760 0.403 1.662 0.378
H 0.418 1.680 -2.084 0.296
H 1.834 -0.185 -0.788 0.389
H 0.919 1.077 1.166 0.352
H 1.380 -2.708 0.406 0.357
H -0.240 -1.525 1.770 0.289
H -2.272 0.016 -0.559 0.219
H -1.716 0.794 -2.118 0.251
```

Properties
- HOMO: -8.772 eV
- Energy above the lowest of the compared OMol25 structures with the same formula, charge and spin: 45.2 kcal per mole
- Frontier orbital gap: 9.4 eV
- Electronic energy: -11455.558 eV
- SMILES: C=C(O)[C@@H](O)/C=C\O